Entry 1:
Molecular formula: C17H56N10O11
Method: DFT, ωB97M-V with the def2-TZVPD basis set

Computed properties:
- LUMO energy: 0.0 eV
- E: -55955.8000 eV
- Structure (SMILES): NC(N)=O.NC(N)=O.NC(N)=O.NC(N)=O.NC(N)=O.CC(C)O.CC(C)O.CC(C)O.CO.CO.CO
- Energy relative to the best compared isomer or geometry (same formula, charge and spin): 225.4 kcal per mole
- Net charge: 0

```
94
Properties=species:S:1:pos:R:3:forces:R:3
C 3.467612 2.712781 -0.543146 0.50 0.79 1.03
O 2.316801 3.507373 -0.411070 -0.89 -0.12 0.38
H 3.635677 2.022775 0.297986 -0.42 -0.30 -0.49
H 4.264606 3.406441 -0.435937 1.37 0.41 -0.38
H 3.519828 2.259063 -1.536152 -0.05 -0.10 0.14
H 1.970505 3.456393 0.500610 0.14 -0.16 -0.70
C 1.566863 -3.420894 -0.279547 -1.81 -1.93 2.23
O 2.241916 -3.884302 0.866684 -0.13 -1.44 -1.03
H 1.510262 -4.259362 -0.962538 0.11 0.23 -0.52
H 2.029441 -2.563084 -0.609360 1.27 1.88 -1.60
H 0.529230 -3.123142 0.006391 0.36 -0.36 -0.31
H 2.473778 -3.106026 1.342646 0.34 0.50 0.91
C 3.897857 -0.596191 -2.566419 0.95 0.89 1.29
O 2.602808 -0.744713 -2.988174 -2.03 -0.49 -0.63
H 4.288329 -1.478295 -2.138439 0.53 -1.23 0.48
H 3.908265 0.145469 -1.762855 0.06 0.06 -0.30
H 4.544167 -0.264973 -3.330980 0.81 0.47 -1.06
H 2.503509 -1.585648 -3.450984 -0.06 0.17 0.00
C -1.582649 -2.974641 2.734939 7.27 2.61 -0.57
O -0.265022 -2.688551 3.031445 -5.86 -1.27 -1.49
N -2.176028 -2.692269 1.591704 -1.03 0.42 -2.20
N -2.413466 -3.561093 3.527191 -1.20 -1.97 3.99
H -1.778191 -2.217383 0.789442 0.11 -0.14 0.44
H -3.126950 -3.055850 1.398825 1.22 0.42 0.35
H -2.080106 -3.822970 4.447556 -0.08 0.16 -0.25
H -3.372595 -3.284587 3.472326 -0.30 -0.14 0.06
C 0.860141 0.525078 0.382491 -3.72 5.31 2.90
O 0.609407 1.690493 1.018739 1.92 -4.84 -1.93
N 0.236705 -0.588929 0.688948 -2.34 -0.90 3.36
N 1.641187 0.423505 -0.632637 2.14 0.24 -4.12
H -0.390719 -0.582074 1.557059 0.54 0.34 -1.40
H -0.073569 -1.202619 -0.019132 -0.17 -0.58 -1.01
H 1.926969 1.311421 -1.001749 0.05 0.25 -0.05
H 1.765062 -0.344712 -1.360835 -0.91 0.93 1.27
C -1.107568 4.666780 2.094647 -5.28 6.13 -0.86
O -2.025655 5.655377 2.129669 3.81 -4.13 -0.17
N -0.596825 4.158174 1.025232 0.63 -1.75 -4.50
N -0.552723 4.177365 3.160408 -0.03 -1.35 6.18
H -1.024354 4.430373 0.108826 0.73 -0.55 1.46
H -0.136693 3.207580 1.130810 -0.73 1.56 -0.81
H -1.079192 4.530658 4.002243 0.95 -0.35 -1.13
H -0.397525 3.139441 3.295563 0.08 2.11 -1.11
C 3.599068 -1.225734 1.808378 8.36 -2.68 4.63
O 4.646480 -1.616772 2.595531 -4.72 2.03 -3.10
N 3.798980 -0.718699 0.629881 -0.73 1.64 -3.31
N 2.372000 -1.489382 2.110398 -2.69 0.00 0.46
H 4.708255 -0.423807 0.279149 -0.50 -0.39 0.65
H 2.914931 -0.442501 0.117102 2.32 -0.09 0.65
H 2.205569 -1.956042 2.970108 -0.20 -0.56 0.58
H 1.604479 -1.264246 1.447913 0.39 -0.56 0.97
C -0.576084 0.721928 3.590907 -3.34 -4.61 -5.02
O -1.599093 0.209931 2.773177 4.80 2.21 4.32
N 0.627049 0.220545 3.698510 2.63 -2.85 -1.46
N -0.677768 1.794190 4.278296 -4.30 3.41 2.14
H 0.854240 -0.671645 3.154177 -0.57 2.05 1.47
H 1.401932 0.890414 3.885136 -0.85 -1.20 -0.29
H -1.678452 2.142065 4.250240 1.87 -0.14 0.69
H -0.009526 2.055480 5.004007 -0.72 -0.23 -0.26
C -0.468177 -2.813421 -2.718074 0.81 1.02 -1.89
C -1.686845 -2.924917 -1.884387 -0.83 -6.46 -4.21
C -1.830556 -4.369795 -1.268592 -0.97 2.06 0.04
O -1.810754 -1.969730 -1.062980 -1.40 6.24 5.24
H 0.440168 -2.282406 -2.322229 -1.25 -0.20 -0.11
H -0.827844 -2.375159 -3.672252 0.90 0.26 0.42
H -0.150328 -3.780215 -2.988251 0.62 -1.31 -0.34
H -2.592083 -2.808250 -2.503703 0.45 -0.90 -0.94
H -1.912348 -5.111272 -2.024207 0.02 -0.57 -0.84
H -2.796243 -4.326580 -0.750914 0.32 -0.44 0.34
H -1.006018 -4.597627 -0.633122 0.42 -0.23 0.74
H -2.688295 -1.566134 -1.224628 0.98 0.35 1.14
C -3.606040 1.128558 -1.398681 -0.55 -0.15 1.11
C -2.930414 1.119735 -0.042299 3.33 5.56 -4.46
C -3.212553 2.246906 0.861822 -0.90 1.52 1.12
O -3.109076 0.006634 0.498227 -2.20 -8.23 4.23
H -3.481866 0.154655 -1.841862 -0.68 -0.69 -0.01
H -3.027681 1.681091 -2.043788 1.08 1.93 -1.50
H -4.615511 1.522121 -1.389357 -0.34 -0.34 -0.05
H -1.840465 1.122331 -0.277111 0.25 0.94 -0.37
H -3.026114 3.220889 0.436287 0.38 0.27 -0.27
H -2.638220 2.188339 1.843245 -1.01 -0.13 -1.28
H -4.309585 2.256622 0.970292 0.21 -0.10 0.77
H -2.592324 -0.002494 1.313502 -0.11 -0.39 0.56
C -0.814234 0.500951 -3.319032 1.70 0.27 1.07
C -0.526680 1.986184 -3.529830 -1.65 -2.12 9.72
C 0.435285 2.673745 -2.505835 -1.05 -1.12 -0.47
O -0.255829 2.244785 -4.697572 2.03 2.59 -9.98
H -1.137897 0.299710 -2.299646 -0.28 -0.07 -0.03
H 0.142822 -0.023801 -3.422782 -0.19 -0.33 -0.35
H -1.537175 0.227380 -4.059684 -0.39 -0.55 -0.33
H -1.475732 2.378004 -3.387481 -2.07 1.44 0.91
H 0.081962 2.598430 -1.476552 0.10 0.01 -0.06
H 0.505164 3.696926 -2.803310 0.03 0.82 0.00
H 1.433473 2.260833 -2.593678 0.29 -0.20 -0.07
H 0.544860 1.827015 -4.946874 1.38 -0.54 -0.82
```
Forces are in eV/Å.

***

Entry 2:
Molecular formula: C32H38AsBF2N5PtTe
Method: DFT, ωB97M-V with the def2-TZVPD basis set

Computed properties:
- LUMO energy: -3.6 eV
- E: -118738.7747 eV
- Energy relative to the best compared isomer or geometry (same formula, charge and spin): 44.6 kcal per mole
- Net charge: +1

```
81
Properties=species:S:1:pos:R:3:forces:R:3
Pt 0.244230 0.196392 0.210309 0.08 0.24 -0.72
C -3.903484 5.139232 2.872311 0.01 -0.02 0.02
C -3.399175 3.921800 2.148939 -0.01 -0.11 -0.01
C -4.011920 2.671631 2.301096 0.03 0.08 -0.06
C -3.523814 1.546836 1.671274 0.00 -0.10 0.03
C -2.391446 1.597407 0.841550 -0.16 -0.25 0.19
N -1.858512 0.463826 0.249541 0.50 -0.20 0.02
C -2.715843 -0.451734 -0.340109 -0.10 0.33 -0.20
C -3.875977 -0.037976 -1.013135 0.01 0.09 -0.05
C -4.725385 -0.933058 -1.625791 0.04 -0.10 0.02
C -4.454315 -2.304916 -1.635786 0.00 0.10 0.04
C -5.355053 -3.284809 -2.335059 0.05 0.02 -0.04
C -3.295717 -2.717739 -1.005881 0.03 -0.10 -0.04
C -2.457242 -1.813459 -0.358961 -0.15 -0.22 0.03
N -1.337964 -2.344894 0.343000 -0.07 0.09 0.03
C -1.311673 -3.485202 1.042934 0.14 -0.09 0.03
C -0.002974 -3.746022 1.403132 -0.05 -0.03 -0.06
C 0.723646 -2.690340 0.877350 0.00 -0.17 -0.21
N -0.088147 -1.842128 0.230576 0.55 0.30 0.60
C -1.809384 2.843408 0.681499 -0.06 0.18 -0.01
C -2.288824 3.980478 1.327199 0.03 0.09 -0.01
N -0.726405 2.992590 -0.225851 -0.01 0.03 0.07
C -0.610535 3.950599 -1.151521 0.12 0.07 -0.06
C 0.654526 3.872445 -1.699143 -0.04 0.03 0.08
C 1.260814 2.813880 -1.041982 0.05 0.20 0.01
N 0.428559 2.281804 -0.128683 -0.01 -0.53 -0.39
H -4.962076 5.042544 3.108177 0.00 0.01 -0.01
H -3.766068 6.040918 2.276511 -0.01 0.00 0.00
H -3.367353 5.281230 3.812808 -0.01 0.00 0.01
H -4.884612 2.583344 2.937277 -0.01 0.00 -0.01
H -4.009061 0.589226 1.815508 -0.03 0.02 0.00
H -4.087213 1.022654 -1.058539 -0.04 -0.01 0.02
H -5.606570 -0.562743 -2.135563 -0.01 0.01 0.02
H -6.364188 -2.887644 -2.431007 0.00 -0.01 0.01
H -5.408871 -4.229355 -1.794496 -0.01 0.00 0.00
H -4.986396 -3.500883 -3.339677 -0.02 0.00 -0.01
H -3.022668 -3.766824 -1.021004 0.00 0.00 0.01
H -2.217179 -4.033579 1.237630 -0.02 0.01 -0.07
H 0.365566 -4.582660 1.969071 0.01 -0.01 -0.02
H 1.782971 -2.503369 0.899189 -0.04 0.10 0.15
H -1.775263 4.923537 1.174297 0.01 -0.01 0.01
H -1.430619 4.618156 -1.355387 -0.01 0.01 0.06
H 1.073586 4.487242 -2.474986 0.01 0.01 0.02
H 2.252282 2.414858 -1.172127 -0.06 -0.12 -0.04
Te 3.005101 0.273667 0.376047 -0.23 0.61 0.83
C 4.429153 -1.134480 -0.282329 -0.78 -0.53 -0.48
C 5.745259 -0.700933 -0.273376 0.08 0.04 0.04
C 6.744049 -1.547922 -0.736037 -0.04 0.04 0.08
C 6.427707 -2.813578 -1.205278 0.07 -0.07 -0.04
C 5.109607 -3.242733 -1.210489 -0.07 0.00 0.05
C 4.104042 -2.404103 -0.748217 0.15 0.04 0.01
H 5.996609 0.288994 0.090298 0.02 0.00 -0.05
H 7.772503 -1.211678 -0.733053 0.00 0.01 0.01
H 7.210183 -3.466040 -1.568900 0.00 0.01 0.00
H 4.860674 -4.230486 -1.576443 0.00 0.00 -0.01
H 3.073696 -2.736859 -0.760503 0.04 -0.03 -0.12
F -0.807754 0.030018 -2.557628 -0.05 -0.06 0.10
B 0.303120 0.101558 -1.845834 -0.02 -0.01 -0.13
F 1.424943 0.187377 -2.536521 0.01 -0.07 -0.06
C 1.802641 3.092205 3.024461 -0.06 -0.01 -0.01
C 0.457554 2.444368 3.336737 0.08 0.09 -0.07
As 0.309197 0.561574 2.832173 0.04 0.15 0.38
C 1.737508 -0.136247 3.969032 0.05 -0.10 0.02
C 1.891774 -1.649978 3.975830 -0.09 0.02 0.02
C -1.282889 0.165010 3.891294 -0.07 -0.12 0.02
C -1.951718 -1.173299 3.606009 -0.01 0.05 -0.05
H 1.778277 4.150799 3.287019 0.01 0.00 0.00
H 2.046919 3.019030 1.964020 0.03 -0.01 0.00
H 2.612906 2.633918 3.590514 0.02 0.00 -0.02
H -0.352179 2.970596 2.831375 -0.02 -0.01 0.03
H 0.248013 2.485448 4.408277 -0.01 -0.02 0.00
H 1.524737 0.237043 4.973868 -0.03 0.04 -0.02
H 2.662367 0.329212 3.631420 -0.01 0.02 -0.04
H 0.978418 -2.149841 4.303249 0.02 -0.02 0.01
H 2.694241 -1.945815 4.651823 -0.01 -0.01 0.01
H 2.143179 -2.018154 2.983554 0.07 0.00 0.01
H -1.979868 0.980258 3.693408 0.03 0.03 0.03
H -0.978690 0.242472 4.937389 0.02 -0.01 0.00
H -2.337340 -1.199489 2.584987 0.00 -0.01 0.00
H -2.792334 -1.329556 4.283565 0.00 -0.02 -0.01
H -1.265481 -2.012301 3.728485 0.00 0.00 0.00
```
Forces are in eV/Å.

***

Entry 3:
Molecular formula: C17H20AsF6N7Os
Method: DFT, ωB97M-V with the def2-TZVPD basis set

Computed properties:
- LUMO energy (alpha / beta): -12.3 / -12.1 eV
- E: -107970.2436 eV
- Expectation value of S²: 1.019
- Net charge: +3
- 2S+1: 2

```
52
Properties=species:S:1:pos:R:3:forces:R:3
Os -0.849460 0.046942 -0.545878 0.23 -0.04 0.01
N 1.140753 -2.531308 -1.053521 0.04 0.04 -0.04
C 1.538109 -1.438554 -1.724170 0.12 -0.37 0.02
N 2.673351 -1.456937 -2.365267 -0.05 -0.09 0.12
C 3.006487 -0.370469 -3.077201 0.15 0.05 -0.10
N 4.167396 -0.326592 -3.675060 -0.11 -0.01 0.06
N 2.167514 0.707877 -3.257195 -0.08 0.05 0.08
C 1.091004 0.686944 -2.566817 -0.11 0.36 -0.26
N 0.723375 -0.316895 -1.683235 -0.64 0.02 0.46
C 0.078603 1.750985 -2.687753 -0.21 0.01 0.22
C 0.118807 2.758257 -3.620897 -0.09 0.14 -0.07
C -0.955692 3.646211 -3.680479 -0.04 -0.05 0.07
C -2.025718 3.487419 -2.806178 0.14 0.11 -0.22
C -1.997133 2.463002 -1.881493 0.31 -0.30 0.03
N -0.952963 1.613586 -1.819010 0.08 0.47 -0.25
H 1.722462 -3.347535 -1.195406 0.02 -0.01 -0.02
H 0.154033 -2.713463 -0.946726 -0.05 0.02 0.02
H 4.808803 -1.103861 -3.598616 0.01 -0.02 0.00
H 4.416990 0.467498 -4.246964 0.00 0.02 -0.02
H 0.964544 2.831660 -4.290504 -0.01 0.01 -0.01
H -0.959987 4.445730 -4.410282 0.00 -0.01 0.01
H -2.881084 4.148224 -2.835562 0.01 0.01 -0.02
H -2.803712 2.305279 -1.176357 0.02 -0.02 0.00
C -1.181530 -1.477210 3.635078 -0.08 0.05 -0.03
N 0.090151 -1.902796 3.109935 -0.11 -0.24 0.26
C 0.570864 -3.209646 3.503323 0.01 -0.03 -0.04
C 0.876713 -1.139199 2.166512 0.20 0.04 -0.15
C 0.545034 0.329582 2.101974 0.01 0.24 0.11
C 0.897165 1.093660 3.199089 0.04 -0.52 -0.16
C 0.714183 2.472652 3.223859 -0.09 0.29 -0.14
C 0.195415 3.127186 2.113697 -0.04 0.16 0.04
C -0.149147 2.402917 0.993229 0.09 0.03 0.20
C -0.029041 0.984607 0.957792 -0.37 -0.04 -0.47
H -1.077403 -1.286372 4.710408 0.03 -0.01 0.00
H -1.898656 -2.295599 3.524815 0.01 0.00 0.00
H -1.534110 -0.578648 3.140366 -0.01 -0.03 -0.01
H 0.273400 -3.419337 4.530487 -0.02 0.02 0.00
H 1.650275 -3.272843 3.392776 0.00 0.01 -0.01
H 0.097222 -3.961692 2.858396 -0.01 0.01 0.01
H 0.809346 -1.643170 1.192804 0.00 0.02 0.15
H 1.922220 -1.253987 2.472873 -0.02 0.01 0.00
H 1.351789 0.613999 4.058901 0.01 -0.01 0.00
H 1.006265 3.033758 4.102013 -0.01 0.03 0.01
H 0.072385 4.201715 2.119517 0.02 0.01 0.02
H -0.527932 2.941430 0.140709 -0.02 -0.01 -0.05
F -1.338626 -1.688987 0.569568 -0.11 -0.41 0.13
As -3.036786 -2.073189 -0.329217 0.54 -0.25 0.09
F -2.940982 -0.182032 -0.324497 0.67 0.09 -0.11
F -1.952647 -1.821269 -1.716089 -0.31 0.08 0.02
F -4.410883 -2.102715 -1.253699 -0.01 0.08 -0.02
F -2.603573 -3.688487 -0.238574 -0.13 0.00 -0.03
F -3.737591 -1.958324 1.188525 -0.03 0.01 0.05
```
Forces are in eV/Å.